Record 1
Entry from the OMol25 dataset: C22H28B2Br14O18V as an isolated structure in a non-equilibrium geometry (ωB97M-V/def2-TZVPD).

Structure (ORCA input):
```
! wB97M-V def2-TZVPD RIJCOSX def2/J DEFGRID3
* xyz -1 1
O -12.208 -20.956 -13.874
V -10.767 -21.331 -13.374
O -9.800 -21.396 -14.596
O -9.707 -20.011 -12.107
C -9.358 -19.469 -11.080
O -9.781 -19.740 -9.910
B -8.948 -18.964 -8.910
O -8.097 -18.092 -9.721
C -8.232 -18.430 -10.979
O -7.731 -17.923 -11.912
O -8.229 -19.924 -8.067
C -8.445 -19.639 -6.767
O -8.012 -20.182 -5.835
C -9.476 -18.486 -6.707
O -9.794 -18.195 -7.997
O -9.868 -17.965 -5.751
O -11.567 -21.046 -4.972
C -11.954 -21.565 -5.908
O -11.354 -21.620 -7.108
B -12.183 -22.328 -8.070
O -13.480 -22.523 -7.401
C -13.388 -22.111 -6.131
O -14.215 -22.182 -5.319
O -11.556 -23.611 -8.446
C -11.394 -23.657 -9.698
O -10.977 -24.569 -10.340
C -11.827 -22.288 -10.274
O -12.248 -21.585 -9.350
O -11.745 -21.910 -11.407
Br -15.346 -19.836 -6.090
C -15.593 -21.219 -7.435
C -17.036 -21.584 -7.506
Br -17.239 -22.912 -8.942
H -14.927 -22.056 -7.239
H -15.235 -20.798 -8.370
H -17.575 -20.713 -7.863
H -17.511 -22.020 -6.644
Br -11.048 -21.456 -1.281
C -12.702 -22.003 -0.450
C -13.311 -23.070 -1.330
Br -14.589 -24.133 -0.323
H -13.372 -21.161 -0.310
H -12.457 -22.389 0.534
H -12.521 -23.732 -1.654
H -13.777 -22.584 -2.180
Br -8.407 -26.681 -7.122
C -10.270 -27.289 -7.135
C -10.472 -27.998 -8.416
Br -12.345 -28.604 -8.500
H -10.893 -26.432 -6.942
H -10.320 -28.040 -6.355
H -9.821 -28.853 -8.546
H -10.333 -27.383 -9.300
Br -7.944 -28.273 -12.545
C -8.365 -26.487 -13.181
C -9.696 -26.042 -12.644
Br -10.226 -24.431 -13.555
H -8.323 -26.560 -14.259
H -7.592 -25.822 -12.812
H -9.616 -25.973 -11.565
H -10.458 -26.809 -12.781
Br -15.586 -16.711 -3.765
C -15.537 -18.068 -2.379
C -14.580 -19.157 -2.699
Br -12.761 -18.524 -2.443
H -16.562 -18.398 -2.236
H -15.214 -17.583 -1.464
H -14.643 -19.522 -3.718
H -14.669 -20.023 -2.048
Br -14.147 -25.364 -9.130
C -14.263 -24.750 -10.984
C -13.517 -25.661 -11.899
Br -13.889 -25.224 -13.753
H -14.017 -23.700 -10.965
H -15.318 -24.892 -11.207
H -13.664 -26.718 -11.704
H -12.439 -25.535 -11.773
Br -12.969 -17.858 -6.221
C -13.044 -17.312 -8.073
C -12.795 -18.550 -8.903
Br -12.510 -18.093 -10.773
H -12.359 -16.507 -8.311
H -14.057 -16.979 -8.293
H -13.564 -19.297 -8.732
H -11.865 -19.003 -8.590
*
```

## Properties
LUMO energy: -0.32 eV
molecular weight: 1771.672 g/mol
HOMO-LUMO gap: 6.55 eV
maximum force: 0.1032 Eh/bohr
HOMO: -6.9 eV

***

Record 2
Entry from the OMol25 dataset: a 2-piece molecular cluster, CH2N2O2S overall in a non-equilibrium geometry (ωB97M-V/def2-TZVPD).

Structure (ORCA input):
```
! wB97M-V def2-TZVPD RIJCOSX def2/J DEFGRID3
* xyz 0 1
C -1.263 -1.542 0.658
N -0.571 -0.986 -0.108
N 2.863 1.553 -0.067
O 2.349 -0.792 0.917
O 4.000 -0.446 -0.951
S 3.013 0.055 -0.038
H -1.915 -2.087 1.273
H 2.010 2.083 -0.099
*
```

## Properties
LUMO energy: -0.09 eV
molecular weight: 106.106 g/mol
HOMO-LUMO gap: 10.67 eV
maximum force: 0.0824 Eh/bohr
ΔE to the lowest compared entry with this formula, charge and spin: 4.628 eV
HOMO: -10.8 eV
SMILES: N=S(=O)=O.C#N

***

Record 3
Entry from the OMol25 dataset: C30H44BrCrN3P2 as an isolated structure in a non-equilibrium geometry (ωB97M-V/def2-TZVPD).

Structure (ORCA input):
```
! wB97M-V def2-TZVPD RIJCOSX def2/J DEFGRID3
* xyz 2 5
C -1.283 5.892 -5.346
C -1.551 4.640 -5.925
C -1.726 4.581 -7.316
C -1.410 5.738 -8.068
N -1.060 6.904 -7.516
C -0.986 6.983 -6.183
C -1.496 3.456 -5.100
C -0.956 3.078 -3.976
C -0.136 2.535 -2.968
C 1.004 2.988 -2.197
C 1.728 2.136 -1.422
C 1.214 0.762 -1.034
C 0.003 0.381 -1.811
C -0.489 1.175 -2.765
Cr -1.915 1.502 -4.947
P 2.415 -0.590 -1.495
H -2.073 3.661 -7.787
H -1.275 5.996 -4.257
H -1.438 5.680 -9.155
H -0.679 7.942 -5.743
H -1.264 0.654 -3.403
H 1.282 4.054 -2.224
H -0.615 -0.487 -1.493
H 2.658 2.469 -0.935
C 1.905 -2.115 -0.661
C 2.534 -3.404 -1.192
H 0.805 -2.179 -0.679
H 2.174 -1.979 0.398
H 2.252 -4.243 -0.547
H 2.200 -3.624 -2.211
H 3.630 -3.382 -1.185
C 2.671 -0.804 -3.270
C 3.156 0.452 -3.994
H 1.733 -1.176 -3.709
H 3.407 -1.617 -3.394
H 3.348 0.207 -5.044
H 2.410 1.251 -3.965
H 4.096 0.833 -3.576
C 3.942 0.008 -0.720
C 5.075 -1.000 -0.784
H 3.669 0.256 0.316
H 4.190 0.956 -1.217
H 6.001 -0.504 -0.492
H 4.909 -1.826 -0.090
H 5.224 -1.408 -1.788
Br 0.822 0.704 0.867
P -2.729 -2.344 -3.870
C -1.044 -3.081 -3.687
C -1.086 -4.605 -3.916
H -0.655 -2.859 -2.677
H -0.383 -2.592 -4.418
H -0.070 -5.016 -3.996
H -1.586 -5.126 -3.086
H -1.620 -4.850 -4.846
C -3.121 -1.935 -2.127
C -4.140 -2.907 -1.517
H -3.483 -0.898 -2.092
H -2.196 -1.966 -1.532
H -4.178 -2.769 -0.429
H -5.144 -2.730 -1.919
H -3.884 -3.957 -1.711
C -2.611 -0.936 -4.979
C -3.172 -1.340 -6.346
H -1.530 -0.660 -5.079
H -3.226 -0.111 -4.524
H -3.440 -0.452 -6.923
H -2.422 -1.890 -6.920
H -4.062 -1.970 -6.254
N -2.172 -1.117 0.870
C -2.752 0.132 0.725
C -3.595 0.624 1.749
C -4.145 1.892 1.568
C -3.900 2.577 0.362
C -3.109 1.958 -0.614
N -2.513 0.778 -0.415
H -1.195 -1.157 0.588
H -2.351 -1.562 1.763
H -3.771 -0.025 2.604
H -4.763 2.336 2.350
H -4.327 3.561 0.180
H -2.973 2.407 -1.598
*
```

## Properties
LUMO energy (spin up / spin down): -6.63 / -7.60 eV
molecular weight: 640.551 g/mol
HOMO-LUMO gap (spin up / spin down): 6.33 / 5.42 eV
maximum force: 0.0569 Eh/bohr
ΔE to the lowest compared entry with this formula, charge and spin: 3.485 eV
HOMO (spin up / spin down): -13.0 / -13.0 eV

***

Record 4
Entry from the OMol25 dataset: one molecule with the formula C3H9N3O4S in a non-equilibrium geometry (ωB97M-V/def2-TZVPD).

Structure (ORCA input):
```
! wB97M-V def2-TZVPD RIJCOSX def2/J DEFGRID3
* xyz 0 1
C 1.341 1.074 -0.680
C 0.487 1.038 0.653
C -0.951 0.205 0.256
N -1.674 -0.039 1.454
N -0.774 -1.012 -2.317
N 1.292 0.334 1.627
O 0.795 1.173 -1.727
O 2.678 1.086 -0.561
O 0.848 -1.674 -0.486
O -1.653 -2.186 -0.427
S -0.538 -1.339 -0.717
H 0.191 1.986 0.888
H -1.510 0.865 -0.353
H -2.562 -0.567 1.368
H -1.084 -0.566 1.966
H -0.483 -0.122 -2.609
H -1.752 -1.405 -2.391
H 1.661 -0.461 1.217
H 0.692 0.303 2.483
H 2.995 1.307 0.357
*
```

## Properties
LUMO energy: 0.59 eV
molecular weight: 183.189 g/mol
HOMO-LUMO gap: 10.23 eV
maximum force: 0.1132 Eh/bohr
ΔE to the lowest compared entry with this formula, charge and spin: 0.334 eV
HOMO: -9.6 eV
SMILES: N[C@@H](C(=O)O)[C@H](N)S(N)(=O)=O